This record from the Open Molecules 2025 dataset describes a structure of composition C40H34ClN6O5S2SeSm. The level of theory is wB97M-V/def2-TZVPD.

Results
* relative energy (zero: lowest compared OMol25 entry of this formula, charge and spin): 0.669 eV
* <S²>: 8.7568
* highest occupied orbital energy (alpha / beta): -7.26 / -7.28 eV
* Kohn-Sham gap (alpha / beta): 7.32 / 7.34 eV
* F_max: 0.01745 Eh/bohr

Geometry as ORCA input:
```
! wB97M-V def2-TZVPD RIJCOSX def2/J DEFGRID3
* xyz 0 6
Sm -0.109 -0.523 0.085
O 3.947 0.140 0.976
S 2.731 -0.561 1.304
O 2.200 -1.468 0.280
N 1.494 0.387 1.572
C 1.251 1.167 2.684
C 2.108 1.409 3.736
C 1.713 2.206 4.828
C 0.476 2.779 4.881
C -0.433 2.567 3.818
C -1.734 3.117 3.790
C -2.562 2.852 2.738
C -2.098 2.022 1.700
N -0.897 1.501 1.684
C -0.054 1.762 2.723
C 3.091 -1.572 2.714
C 4.278 -1.388 3.405
C 4.553 -2.202 4.495
C 3.649 -3.185 4.871
C 2.471 -3.371 4.157
C 2.186 -2.565 3.067
H 3.102 0.985 3.717
H 2.415 2.369 5.636
H 0.177 3.395 5.721
H -2.057 3.741 4.616
H -3.564 3.255 2.694
H -2.740 1.760 0.867
H 4.971 -0.625 3.074
H 5.476 -2.072 5.045
H 3.870 -3.822 5.718
H 1.781 -4.155 4.443
H 1.292 -2.705 2.472
Cl -0.985 -6.706 -4.512
C -0.864 -5.165 -3.709
C -1.127 -3.988 -4.431
C -1.035 -2.766 -3.824
C -0.678 -2.637 -2.455
O -0.563 -1.472 -1.921
C -0.429 -3.845 -1.744
C -0.141 -3.852 -0.345
O -0.105 -2.886 0.422
C -0.520 -5.092 -2.393
H -1.404 -4.066 -5.475
H -1.238 -1.856 -4.375
H 0.056 -4.847 0.081
H -0.326 -5.997 -1.828
Se -3.633 -3.396 0.143
C -2.900 -1.796 0.168
N -2.442 -0.718 0.241
N 3.953 -2.633 -4.601
C 3.762 -1.731 -3.915
C 3.525 -0.603 -3.058
C 4.489 0.379 -2.849
C 4.182 1.422 -2.000
C 2.942 1.440 -1.383
N 2.001 0.520 -1.589
C 2.299 -0.478 -2.416
H 5.451 0.316 -3.340
H 4.904 2.198 -1.787
H 2.697 2.228 -0.679
H 1.527 -1.216 -2.585
C -3.672 -2.631 4.042
C -2.252 -3.130 3.747
C -1.450 -2.103 3.096
N -0.850 -1.287 2.560
H -4.242 -3.424 4.525
H -4.171 -2.365 3.111
H -3.652 -1.762 4.700
H -2.292 -3.983 3.069
H -1.745 -3.439 4.662
C -4.163 4.679 -5.964
C -3.152 4.143 -4.987
C -1.793 4.393 -5.148
C -0.868 3.911 -4.232
C -1.313 3.188 -3.140
C -2.659 2.901 -2.969
C -3.568 3.382 -3.893
S -0.120 2.609 -1.943
C -0.354 3.960 -0.766
O -0.745 1.423 -1.281
H -3.679 5.130 -6.829
H -4.784 5.440 -5.487
H -4.827 3.888 -6.316
H -1.451 4.959 -6.006
H 0.192 4.094 -4.372
H -2.973 2.281 -2.136
H -4.623 3.160 -3.772
H -1.415 4.045 -0.538
H 0.026 4.878 -1.215
H 0.213 3.705 0.130
*
```

***

This record from the Open Molecules 2025 dataset describes a structure of composition C40H35AlF6OP2 at a distorted geometry. The level of theory is wB97M-V/def2-TZVPD.

Results
* highest occupied orbital energy (alpha / beta): -14.30 / -14.25 eV
* Kohn-Sham gap (alpha / beta): 4.62 / 4.46 eV
* F_max: 0.05358 Eh/bohr

Geometry as ORCA input:
```
! wB97M-V def2-TZVPD RIJCOSX def2/J DEFGRID3
* xyz 2 1
C 1.326 -2.652 -3.197
C 0.186 -2.911 -2.413
C -0.928 -3.594 -2.919
C -0.849 -4.127 -4.206
C 0.302 -3.926 -4.980
C 1.381 -3.185 -4.485
P 0.162 -2.285 -0.713
C -1.301 -3.034 0.070
C -2.410 -2.221 0.358
C -3.536 -2.798 0.934
C -3.557 -4.169 1.216
C -2.435 -4.968 0.930
C -1.302 -4.402 0.351
Al 0.098 0.051 -0.126
P 0.121 2.462 -0.536
C -0.987 3.141 -1.825
C -0.466 3.876 -2.904
C -1.345 4.407 -3.849
C -2.716 4.148 -3.755
C -3.224 3.352 -2.719
C -2.358 2.820 -1.764
C -0.471 3.219 1.024
C 0.298 2.979 2.178
C -0.108 3.537 3.391
C -1.276 4.301 3.463
C -2.061 4.504 2.316
C -1.654 3.960 1.096
C 1.745 3.245 -0.811
C 2.897 2.438 -0.873
C 4.123 3.044 -1.159
C 4.192 4.434 -1.327
C 3.042 5.226 -1.218
C 1.811 4.636 -0.942
C 1.627 -3.041 0.079
C 2.289 -4.112 -0.526
C 3.386 -4.686 0.116
C 3.815 -4.203 1.356
C 3.161 -3.127 1.965
C 2.081 -2.535 1.308
H 1.197 2.360 2.104
H 0.472 3.354 4.290
H -1.609 4.705 4.417
H -2.989 5.053 2.358
H -2.278 4.094 0.213
H 0.603 4.082 -2.974
H -0.935 5.011 -4.646
H -3.390 4.557 -4.511
H -4.286 3.160 -2.642
H -2.750 2.214 -0.939
H 2.823 1.354 -0.749
H 5.006 2.423 -1.240
H 5.155 4.897 -1.535
H 3.092 6.298 -1.353
H 0.896 5.238 -0.891
H 1.948 -4.476 -1.491
H 3.888 -5.508 -0.366
H 4.663 -4.666 1.855
H 3.471 -2.753 2.935
H 1.576 -1.681 1.746
H -2.381 -1.142 0.168
H -4.376 -2.169 1.203
H -4.429 -4.597 1.702
H -2.437 -6.019 1.181
H -0.406 -4.999 0.142
H -1.810 -3.750 -2.292
H -1.689 -4.689 -4.585
H 0.349 -4.344 -5.986
H 2.274 -3.035 -5.079
H 2.148 -2.060 -2.787
H -0.293 0.121 -1.828
H 1.140 0.099 -1.507
C 0.563 0.163 3.880
C -0.515 -0.385 2.971
O -0.222 -0.261 1.527
C -0.653 -1.847 3.506
F -1.066 -1.848 4.822
F -1.542 -2.597 2.846
F 0.532 -2.525 3.463
C -1.940 0.224 3.189
F -2.275 0.286 4.506
F -2.048 1.480 2.688
F -2.899 -0.499 2.531
H 1.503 -0.335 3.662
H 0.225 -0.084 4.865
H 0.634 1.290 3.729
*
```

***

This record from the Open Molecules 2025 dataset describes a structure of composition C40H35F12N3O6STi. The level of theory is wB97M-V/def2-TZVPD.

Results
* relative energy (zero: lowest compared OMol25 entry of this formula, charge and spin): 0.186 eV
* <S²>: 2.0209
* highest occupied orbital energy (alpha / beta): 0.40 / -1.74 eV
* Kohn-Sham gap (alpha / beta): 3.74 / 5.89 eV
* F_max: 0.00958 Eh/bohr

Geometry as ORCA input:
```
! wB97M-V def2-TZVPD RIJCOSX def2/J DEFGRID3
* xyz -2 3
Ti -1.062 -0.457 -0.281
C 4.814 2.529 0.412
C 3.320 2.360 0.367
C 2.547 2.417 1.516
C 1.179 2.215 1.465
C 0.528 1.932 0.262
N -0.828 1.589 0.167
C -1.787 2.357 0.778
C -1.456 3.584 1.398
C -2.368 4.373 2.065
C -3.706 4.023 2.133
C -4.727 4.865 2.844
C -4.077 2.884 1.429
C -3.191 2.054 0.754
C -3.778 1.027 -0.227
O -2.916 0.091 -0.659
C -4.288 1.865 -1.465
F -3.509 2.923 -1.729
F -4.350 1.133 -2.586
F -5.543 2.368 -1.263
C -5.048 0.219 0.258
F -5.655 -0.352 -0.814
F -4.718 -0.793 1.068
F -6.032 0.898 0.902
C 1.315 1.848 -0.908
C 2.682 2.077 -0.837
C 0.601 1.306 -2.146
O 0.068 0.093 -1.844
C -0.507 2.321 -2.678
F -1.677 1.710 -2.822
F -0.207 2.836 -3.904
F -0.672 3.406 -1.908
C 1.563 1.070 -3.342
F 0.898 0.591 -4.412
F 2.514 0.162 -3.057
F 2.221 2.183 -3.761
H 5.142 2.816 1.412
H 5.158 3.296 -0.286
H 5.327 1.600 0.152
H 3.017 2.576 2.480
H 0.603 2.215 2.380
H -0.436 3.927 1.347
H -2.021 5.290 2.536
H -4.251 5.523 3.574
H -5.449 4.246 3.382
H -5.297 5.499 2.157
H -5.134 2.658 1.376
H 3.289 2.012 -1.730
C -2.095 -3.603 0.846
O -2.406 -2.506 0.004
C -3.210 -2.833 -1.114
C -2.362 -3.230 -2.295
O -1.542 -2.130 -2.588
C -0.626 -2.382 -3.626
H -3.027 -4.026 1.246
H -1.489 -3.210 1.659
H -1.531 -4.371 0.313
H -3.768 -1.929 -1.355
H -3.915 -3.632 -0.847
H -3.025 -3.460 -3.149
H -1.743 -4.110 -2.084
H -0.018 -3.263 -3.398
H 0.010 -1.505 -3.699
H -1.160 -2.528 -4.577
C 6.726 -2.671 -2.534
C 5.368 -2.805 -1.897
C 4.520 -1.710 -1.789
C 3.257 -1.837 -1.220
C 2.840 -3.070 -0.753
C 3.678 -4.177 -0.848
C 4.930 -4.042 -1.417
S 1.204 -3.256 -0.038
O 1.412 -4.131 1.099
O 0.404 -3.802 -1.118
N 0.670 -1.833 0.344
C 1.164 -1.284 1.568
C 2.493 -1.307 1.973
C 2.859 -0.757 3.198
C 1.907 -0.198 4.029
C 0.556 -0.153 3.645
C -0.467 0.392 4.468
C -1.785 0.300 4.007
C -2.055 -0.199 2.758
N -1.103 -0.631 1.882
C 0.191 -0.681 2.377
H 6.989 -1.623 -2.675
H 6.750 -3.153 -3.515
H 7.504 -3.134 -1.923
H 4.840 -0.740 -2.150
H 2.592 -0.988 -1.124
H 3.350 -5.131 -0.456
H 5.585 -4.905 -1.483
H 3.257 -1.769 1.363
H 3.900 -0.784 3.499
H 2.184 0.219 4.991
H -0.220 0.803 5.438
H -2.618 0.642 4.610
H -3.068 -0.230 2.400
*
```